Record 1
Below is a cluster of 2 separate species, C31H37N4O in total at a distorted geometry, with properties calculated with wB97M-V/def2-TZVPD.

Summary:
energy relative to the best compared isomer or geometry (same formula, charge and spin) = 73.08 kcal/mol
frontier orbital gap = 4.7765 eV
DFT total energy = -40746.3947 eV
total charge = +1
molecular weight = 481.66 g/mol

CARTESIAN COORDINATES (ANGSTROEM)
C1 -5.15300 -3.45640 2.56728
C2 -0.42062 1.36749 2.56749
C3 -4.39299 3.11027 2.94347
C4 -5.17541 -3.28820 1.17715
H1 1.42311 3.06161 3.92086
H2 2.34869 -2.59231 1.05123
H3 -0.19641 2.83778 1.05327
C5 -2.15409 3.02398 1.96913
H4 -2.64170 -4.65839 -0.04427
C6 -4.70249 4.22299 2.14592
H5 3.15245 3.13232 3.46006
H6 -4.09227 -2.58463 -0.55005
N1 2.02002 1.72944 2.43228
H7 2.54588 1.78510 4.46963
C7 2.28359 0.78131 0.31998
H8 -1.97244 -2.40142 3.20950
C8 -3.13355 2.50933 2.85818
H9 2.50943 -4.00301 -0.97963
H10 1.09213 -0.04210 3.10219
H11 0.85419 -2.91825 -2.78913
H12 4.92436 -2.75460 4.51437
H13 -6.07827 -3.51979 0.60752
C9 -0.84343 2.40492 1.83654
N2 -0.61424 -4.92166 -0.59618
H14 3.03635 -3.70195 3.17133
H15 0.47460 -4.60374 -3.25818
C10 0.20467 -3.78126 -2.57099
C11 -0.62516 -1.44118 1.11073
H16 6.10055 -0.69510 3.72250
H17 -2.24789 -4.06697 -1.67878
C12 2.30210 2.46943 3.64225
H18 5.35943 0.42013 1.63055
C13 5.26538 -1.11261 3.15737
O1 3.87014 2.44551 1.24134
H19 0.47975 -0.86782 -0.65678
H20 1.92715 -5.59858 -1.59322
C14 0.93165 0.76201 2.36300
C15 3.32937 -0.28397 -0.02284
H21 -0.25421 -5.63726 0.03908
H22 1.97109 1.36342 -0.56789
H23 4.18437 0.25459 -0.47390
C16 -3.99821 -3.12627 3.28720
H24 -1.60207 -2.28333 -0.59480
C17 3.78356 -0.99702 1.24111
N3 0.38799 -4.19901 -1.17578
C18 -2.80024 -2.62452 1.20375
H25 -0.72194 -1.26610 2.18242
H26 2.88545 -0.98804 -0.74653
H27 -2.89522 1.63889 3.46932
C19 -3.73920 4.74617 1.26420
C20 -2.02858 -4.85370 -0.94482
H28 -1.71439 4.55189 0.51396
C21 4.61115 -2.26771 3.59499
C22 3.15283 -2.17114 1.66586
H29 1.73131 -5.16798 0.12674
H30 -2.40173 -5.80098 -1.37803
H31 -1.04120 0.88659 3.33200
C23 1.71839 -4.76458 -0.89545
C24 3.55140 -2.79693 2.84801
H32 -3.99448 -3.19975 4.37805
C25 -1.58367 -2.25221 0.50110
H33 -3.97428 5.61244 0.63989
H34 -0.83339 -3.50342 -2.76425
C26 2.84656 1.76253 1.33877
C27 0.34209 -0.71990 0.42421
H35 -5.13722 2.70421 3.63334
C28 -2.48106 4.15655 1.18600
C29 -2.84101 -2.70464 2.62210
C30 4.85339 -0.48298 1.98694
H36 -5.69119 4.68069 2.20687
C31 -4.03639 -2.82223 0.51556
H37 -6.03848 -3.83602 3.08750
N4 1.10705 0.23400 0.99312


Record 2
Below is a cluster of 2 separate species, Cl2HPS2 in total at a distorted geometry, with properties calculated with wB97M-V/def2-TZVPD.

Summary:
energy relative to the best compared isomer or geometry (same formula, charge and spin) = 89.27 kcal/mol
frontier orbital gap (alpha / beta) = 6.4431 / 6.1650 eV
DFT total energy = -56018.3834 eV
molecular weight = 167.02 g/mol

CARTESIAN COORDINATES (ANGSTROEM)
S1 0.66120 -1.54330 1.76914
Cl1 -1.23119 -1.29069 2.24626
Cl2 -0.21440 -0.28709 -2.99364
S2 -0.58009 0.78687 -1.28564
P1 1.15419 0.76306 -0.23501
H1 0.21029 1.57116 0.49889